9
Properties=species:S:1:pos:R:3:lowdin_charge:R:1 method="wB97M-V/def2-TZVPD" molar_mass_g_mol=105.12 largest_force_ev_per_a=4.14 energy_ha=-677.47655 relative_energy_kcal_mol=90.47 multiplicity=1 lumo_energy_ev="-0.9 / -0.2" homo_ev="-8.02 / -8.13"
C 2.045 -0.381 -0.185 -0.447
N -3.170 -0.633 -0.276 -0.019
N -2.170 -0.108 -0.361 -0.091
N 0.800 -0.362 0.355 -0.458
O 2.362 -1.235 -0.967 -0.001
S -0.438 -1.450 0.296 0.683
H 2.825 0.378 0.136 0.143
H -3.622 -1.548 -0.450 0.118
H 0.498 0.426 0.928 0.071

21
Properties=species:S:1:pos:R:3:lowdin_charge:R:1 method="wB97M-V/def2-TZVPD" smiles=O.O.O.O.O.O.O molar_mass_g_mol=126.10 largest_force_ev_per_a=5.29 energy_ha=-534.96841 relative_energy_kcal_mol=97.53 multiplicity=1 lumo_energy_ev=0.4 homo_ev=-9.76
O -1.432 0.517 -1.371 -0.015
H -2.132 0.157 -1.938 0.051
H -0.992 -0.250 -1.227 -0.040
O 1.294 -3.035 0.289 -0.101
H 0.812 -3.173 1.161 0.073
H 2.199 -3.347 0.367 0.022
O -1.016 2.128 1.789 -0.032
H -1.316 1.336 2.076 -0.033
H -0.834 2.731 2.550 0.069
O 1.021 2.901 -3.367 -0.080
H 1.819 2.737 -2.888 0.009
H 1.110 3.275 -4.298 0.071
O 1.983 -1.548 2.034 -0.026
H 2.703 -2.101 1.974 -0.005
H 2.159 -0.680 1.667 0.034
O -3.083 -1.504 -0.196 -0.065
H -3.091 -2.333 0.244 0.009
H -4.007 -1.097 -0.125 0.089
O 0.917 1.446 0.502 -0.016
H 1.399 0.867 0.994 -0.054
H 0.487 0.972 -0.238 0.041

6
Properties=species:S:1:pos:R:3:lowdin_charge:R:1 method="wB97M-V/def2-TZVPD" smiles=O.O molar_mass_g_mol=36.03 largest_force_ev_per_a=3.53 energy_ha=-152.86608 relative_energy_kcal_mol=5.56 multiplicity=1 lumo_energy_ev=0.5 homo_ev=-10.78
O 1.085 -0.151 -0.230 -0.107
H 1.582 0.704 -0.126 0.071
H 1.491 -0.683 0.561 0.113
O -1.709 -0.194 -0.155 -0.100
H -1.680 0.720 0.231 0.050
H -0.770 -0.396 -0.282 -0.026

What did the second record say?
21
Properties=species:S:1:pos:R:3:lowdin_charge:R:1 method="wB97M-V/def2-TZVPD" smiles=O.O.O.O.O.O.O molar_mass_g_mol=126.10 largest_force_ev_per_a=5.29 energy_ha=-534.96841 relative_energy_kcal_mol=97.53 multiplicity=1 lumo_energy_ev=0.4 homo_ev=-9.76
O -1.432 0.517 -1.371 -0.015
H -2.132 0.157 -1.938 0.051
H -0.992 -0.250 -1.227 -0.040
O 1.294 -3.035 0.289 -0.101
H 0.812 -3.173 1.161 0.073
H 2.199 -3.347 0.367 0.022
O -1.016 2.128 1.789 -0.032
H -1.316 1.336 2.076 -0.033
H -0.834 2.731 2.550 0.069
O 1.021 2.901 -3.367 -0.080
H 1.819 2.737 -2.888 0.009
H 1.110 3.275 -4.298 0.071
O 1.983 -1.548 2.034 -0.026
H 2.703 -2.101 1.974 -0.005
H 2.159 -0.680 1.667 0.034
O -3.083 -1.504 -0.196 -0.065
H -3.091 -2.333 0.244 0.009
H -4.007 -1.097 -0.125 0.089
O 0.917 1.446 0.502 -0.016
H 1.399 0.867 0.994 -0.054
H 0.487 0.972 -0.238 0.041